27
Properties=species:S:1:pos:R:3:nbo_charge:R:1 method="wB97M-V/def2-TZVPD" smiles=Cc1cc(O)c(CN)c(C)c1C lumo_energy_ev=0.668 total_energy_ev=-14148.941 homo_energy_ev=-7.93 relative_energy_kcal_mol=60.8 charge=0
H -0.86891 0.84637 -3.96538 0.384
H -0.65398 1.50658 3.31838 0.217
C -0.62817 -0.42333 -2.31446 -0.229
H 0.46589 -0.40277 -4.09685 0.386
H -1.69236 -0.26870 -2.32287 0.203
C -0.27045 -0.74574 -0.01694 0.033
H 0.78396 -2.52458 -0.45588 0.223
H -0.21775 -1.41255 -2.57094 0.205
H 0.64380 -1.94314 2.42933 0.211
C 0.37507 1.57365 2.77405 -0.628
H 1.14043 2.75638 0.54256 0.221
C 0.55119 1.83574 0.34187 -0.298
C -0.18181 0.12612 -1.12075 -0.179
H -0.12960 -0.70310 3.41574 0.226
H -0.48511 -2.77104 0.84764 0.224
C 0.21773 1.41176 -0.86809 0.383
H -0.97086 -2.50335 -0.92687 0.212
H 0.62260 1.77294 -2.68721 0.498
C 0.10942 -0.31042 1.23899 -0.043
N -0.10953 0.31908 -3.56045 -0.898
C -0.27179 -2.23917 -0.15647 -0.650
C -0.10940 -1.17858 2.44704 -0.637
H 0.67519 2.58175 2.67977 0.209
H -1.01704 -1.71686 2.24679 0.212
O 0.51115 2.28503 -1.89862 -0.718
H 1.19208 1.08108 3.31388 0.212
C 0.31825 1.04684 1.36575 0.022


28
Properties=species:S:1:pos:R:3:nbo_charge:R:1 method="wB97M-V/def2-TZVPD" smiles="Cc1ccc(O)cc1.CCC(N)=O" lumo_energy_ev=0.747 total_energy_ev=-16198.333 homo_energy_ev=-8.25 relative_energy_kcal_mol=17.5 charge=0
H 1.09491 -4.55189 -0.58209 0.383
H 2.70745 -4.07414 -0.85171 0.398
H -0.70932 -2.85978 -0.72547 0.206
C -0.40248 -2.20438 -2.74790 -0.600
N 1.72509 -3.89525 -1.00183 -0.840
H -1.59558 -0.50326 1.37338 0.222
C -1.21651 0.50381 1.24864 -0.244
H 0.34944 -1.66711 -3.31515 0.218
H -3.32747 1.25601 -0.97832 0.481
H 0.48082 3.87653 0.36796 0.214
C -1.28834 2.63635 0.06534 -0.283
H -1.94385 3.25921 -0.54232 0.213
H -1.28139 -1.61980 -2.99366 0.214
C 1.38613 -2.55040 -1.08920 0.675
H 2.40396 3.04963 2.01170 0.218
H 0.31083 0.37326 2.78084 0.213
O -2.90468 0.78200 -0.24798 -0.694
O 2.28974 -1.73705 -1.04153 -0.606
H 1.16248 3.86665 2.83708 0.217
C 1.47282 2.85151 2.55633 -0.629
H -0.26611 -1.21975 -0.79198 0.246
C -0.15663 0.97136 2.00512 -0.197
H 1.77860 2.23852 3.40919 0.216
H -0.59503 -3.19263 -3.14548 0.210
C -1.74742 1.35199 0.26445 0.279
C -0.03966 -2.17909 -1.25374 -0.507
C 0.39814 2.22676 1.71790 -0.041
C -0.08596 3.01096 0.67044 -0.183


29
Properties=species:S:1:pos:R:3:nbo_charge:R:1 method="wB97M-V/def2-TZVPD" lumo_energy_ev=0.148 total_energy_ev=-18241.294 homo_energy_ev=-9.09 relative_energy_kcal_mol=106.9 charge=0
H -0.29875 0.28357 2.27156 0.223
C -1.86434 -1.78445 -0.55684 -0.210
H -0.10824 2.46791 -1.53346 0.215
C 0.63169 1.70522 -1.77325 -0.614
H 1.86219 0.97748 1.36679 0.219
H 1.55290 2.21121 -2.05586 0.217
H -2.33278 -2.45466 -1.26461 0.217
H 0.95661 -2.13700 1.56296 0.482
O 0.97066 -1.22548 1.88210 -0.685
H 2.26834 -0.84211 -0.12785 0.222
C -1.41444 -1.54101 1.84421 -0.257
C -0.43166 0.17746 -0.11334 0.019
H 2.69325 0.09828 -1.55314 0.215
C -0.24859 -0.64024 1.69742 0.165
H -0.82565 -0.76771 -2.05941 0.211
H 2.50082 2.04793 0.12203 0.206
H -2.96902 -2.69176 1.05967 0.219
H 0.27526 1.14145 -2.63462 0.206
C -1.02769 -0.84148 -1.00038 -0.181
O -2.48882 1.15963 -0.38781 -0.377
H 1.37293 -1.06798 -1.63151 0.210
C 0.90532 0.78690 -0.56976 -0.058
O -1.20265 1.96524 1.12081 -0.404
C 1.59091 1.60843 0.52550 -0.618
C 1.86391 -0.33323 -0.99836 -0.610
H -1.58919 -1.87059 2.86179 0.219
N -1.44206 1.17686 0.22722 0.505
C -2.15111 -2.02102 0.83878 -0.190
H 0.95020 2.41118 0.87937 0.235


30
Properties=species:S:1:pos:R:3:nbo_charge:R:1 method="wB97M-V/def2-TZVPD" lumo_energy_ev=5.409 total_energy_ev=-28091.799 homo_energy_ev=0.49 relative_energy_kcal_mol=22.6 charge=-2
C 1.02104 0.57324 1.23617 -0.435
H -2.66255 -0.10386 -0.40671 0.221
C -1.27485 1.55312 1.49734 -0.596
O 2.56065 -0.98530 -2.28419 -1.031
C 0.69397 1.01672 -1.68797 -1.015
H -1.25342 -2.64526 1.37620 0.194
H -1.45535 -0.81022 -1.58682 0.241
H -1.04097 -1.50546 2.68859 0.194
O 3.45647 0.90350 -0.68123 -1.203
H 0.54744 -2.18707 -0.55455 0.186
O 3.00360 1.33175 -3.14612 -1.220
H -2.39100 -1.90040 -0.46882 0.169
H 0.42649 1.55323 -2.63453 0.216
C 1.54482 -0.67228 0.49752 -0.127
H 1.60725 1.43762 1.05887 0.242
H 2.56893 -1.03085 0.61270 0.226
H 2.10440 -0.65999 -3.10852 0.462
C 0.49693 -1.33994 0.01269 -0.210
H -1.22137 1.17278 2.46229 0.168
C -1.95484 -0.91625 -0.61617 -0.635
H -2.53800 -1.53418 1.77674 0.176
C -0.34213 1.28386 -0.78736 0.569
O -1.33552 2.02869 -1.09826 -0.841
H -2.33751 1.52908 1.11653 0.205
C -1.39696 -1.64032 1.64717 -0.606
P 2.50987 0.69963 -1.86775 2.287
C -0.85565 -0.78164 0.47224 -0.045
H 0.91180 0.38555 2.34628 0.158
H -1.04238 2.54633 1.47776 0.206
C -0.35116 0.69792 0.64994 -0.156


27
Properties=species:S:1:pos:R:3:nbo_charge:R:1 method="wB97M-V/def2-TZVPD" lumo_energy_ev="-6.894 / -6.895" total_energy_ev=-20528.420 homo_energy_ev="-12.47 / -12.47" relative_energy_kcal_mol=62.8 charge=+1
C 1.77445 0.41279 -1.67952 -0.287
H -1.12963 0.26036 3.85481 0.251
O 0.11928 -0.30266 0.35546 -0.929
H -2.36353 -1.64220 -0.37850 0.223
H 1.46716 1.65781 0.09269 0.220
C -2.01858 1.67213 1.25260 -1.117
H 0.61589 -1.52769 -1.68312 0.297
C 2.61022 1.30077 -2.42493 -0.036
H 3.04541 2.22923 -2.09631 0.254
H 3.03293 -0.52579 -5.26545 0.265
H 0.17413 -0.61241 3.53308 0.250
H -3.52205 -1.10416 0.94365 0.241
C 1.88627 -1.20205 -3.44557 -0.242
H -2.21701 -2.33921 1.36069 0.232
H -3.15749 1.37339 1.40380 0.263
C 2.93766 0.97331 -3.71283 -0.249
C 2.66185 -0.30946 -4.22043 0.007
H -1.34076 -1.27706 3.42974 0.251
C -2.46394 -1.46577 0.75528 -1.041
H 3.59914 1.77341 -4.19439 0.265
Si -1.09593 -0.02543 1.33829 1.806
H -1.67236 2.39179 2.02818 0.245
C 1.29915 0.79160 -0.47190 0.522
H 1.74379 -2.21811 -3.87459 0.263
C -0.77924 -0.41509 3.15519 -1.143
C 1.37185 -0.83811 -2.25344 -0.033
H -1.97278 2.16659 0.34613 0.225


26
Properties=species:S:1:pos:R:3:nbo_charge:R:1 method="wB97M-V/def2-TZVPD" smiles=CCc1ccccc1.CC lumo_energy_ev=0.871 total_energy_ev=-10627.300 homo_energy_ev=-8.98 relative_energy_kcal_mol=56.4 charge=0
C 3.40810 1.69519 1.62902 -0.616
C -1.53879 -1.75401 0.42881 -0.201
H 0.58674 -0.72759 -1.67526 0.207
C -1.36969 -0.74401 -0.57240 -0.027
H -2.19420 -0.77886 -3.07250 0.226
H -0.64220 0.36117 -3.42478 0.221
H 3.94408 0.06982 0.45871 0.206
C -2.13954 0.95833 0.97808 -0.190
H -2.31111 -2.02078 2.32579 0.189
H 2.55778 2.21813 2.03737 0.206
C 3.04090 0.64102 0.59539 -0.609
H 4.02351 2.52101 1.14420 0.193
C -1.54207 0.57212 -0.24524 -0.234
H -1.36069 1.43265 -0.87986 0.217
H 4.20843 1.45564 2.37820 0.212
C -2.31996 0.01441 2.03009 -0.220
H -0.48390 -1.17378 -4.02797 0.207
H -2.45346 1.95753 1.26925 0.209
H -0.40122 -2.23831 -1.89451 0.207
H 2.69395 1.02741 -0.32252 0.204
H -1.39975 -2.78019 0.11810 0.213
H -2.86561 0.35953 2.88187 0.213
C -1.12272 -0.60923 -3.16531 -0.634
H 2.18606 0.01679 1.06571 0.204
C -0.53205 -1.14987 -1.81126 -0.413
C -1.97259 -1.32413 1.75101 -0.191


26
Properties=species:S:1:pos:R:3:nbo_charge:R:1 method="wB97M-V/def2-TZVPD" smiles=Cc1ccccc1.CCC lumo_energy_ev=0.981 total_energy_ev=-10629.489 homo_energy_ev=-9.03 relative_energy_kcal_mol=5.9 charge=0
H 0.56158 0.31302 2.15253 0.214
H 3.13780 -1.36611 -1.91382 0.193
C -1.69127 -1.81304 0.84844 -0.204
C 3.48136 0.31947 -0.67508 -0.605
C -1.51529 0.76761 1.82631 -0.223
C 2.63349 0.41883 -3.05304 -0.603
C -2.78874 -0.96597 0.79424 -0.222
C 2.69361 -0.38615 -1.76312 -0.398
H -3.96833 1.78186 0.43138 0.221
C -3.97691 1.17726 1.33755 -0.631
H 1.68044 -0.54562 -1.43081 0.199
H 2.14842 1.36395 -2.83908 0.200
H 3.60167 0.58261 -3.51743 0.201
H -1.73354 -2.80657 0.42154 0.212
H -4.02058 1.80522 2.22293 0.217
H -4.85663 0.53486 1.33303 0.215
C -2.74025 0.31105 1.34885 0.003
C -0.41156 -0.06572 1.88150 -0.205
C -0.52176 -1.38411 1.45461 -0.223
H 3.56632 -0.23419 0.25926 0.207
H 1.98647 -0.05089 -3.79960 0.207
H 3.12101 1.32627 -0.47747 0.200
H -1.48452 1.78658 2.19917 0.207
H 0.31697 -2.06283 1.55010 0.212
H -3.73257 -1.32445 0.39707 0.206
H 4.51280 0.51702 -0.98908 0.198


26
Properties=species:S:1:pos:R:3:nbo_charge:R:1 method="wB97M-V/def2-TZVPD" smiles=Cc1ccccc1.CCC lumo_energy_ev=1.021 total_energy_ev=-10629.297 homo_energy_ev=-9.03 relative_energy_kcal_mol=10.3 charge=0
H -1.90927 -2.91412 -1.48359 0.210
H 0.44390 2.90178 4.31593 0.200
H -1.09247 1.02763 -0.19278 0.209
H 1.60604 3.88808 1.28878 0.208
C 0.16003 -2.30893 -1.70339 -0.003
C 0.60227 -0.02142 -1.06478 -0.193
H -0.73016 2.30591 1.60627 0.195
H 1.27790 0.81860 -0.91872 0.210
C 0.67434 -3.66748 -2.11558 -0.629
C 0.69286 3.92505 1.87547 -0.610
C -1.60280 -0.93382 -0.79924 -0.200
H -0.04355 4.51542 1.33224 0.206
H 0.20394 1.20874 3.93360 0.210
H -0.10920 -4.41842 -2.09082 0.214
C -0.10851 2.21179 3.66958 -0.607
C -0.70119 0.11951 -0.62462 -0.228
H 0.88363 1.78384 1.81894 0.198
C 1.03851 -1.24112 -1.58988 -0.226
H -2.62779 -0.73292 -0.51809 0.211
H 1.15150 -3.64576 -3.10017 0.219
C -1.16874 -2.13230 -1.33024 -0.225
H 0.90572 4.46198 2.79419 0.202
H 2.07595 -1.28433 -1.91511 0.211
H -1.16622 2.27637 3.92074 0.204
C 0.16207 2.51323 2.19177 -0.405
H 1.42038 -3.98437 -1.38164 0.219


26
Properties=species:S:1:pos:R:3:nbo_charge:R:1 method="wB97M-V/def2-TZVPD" smiles=CCc1ccccc1.CC lumo_energy_ev=1.008 total_energy_ev=-10628.971 homo_energy_ev=-8.93 relative_energy_kcal_mol=17.8 charge=0
H -1.09481 -1.56843 -0.96190 0.216
H -1.05343 3.08465 -0.97150 0.212
H -2.05818 0.92835 -1.12625 0.210
H 1.04116 3.40314 0.63499 0.215
H -0.63396 -2.09053 0.74572 0.215
H -3.25605 -2.12617 -0.39251 0.208
H 2.29300 -1.76906 0.21309 0.207
H -2.83497 -1.98346 1.39046 0.209
H 1.18571 -0.69055 -1.76627 0.208
H -3.25784 -0.62016 0.38337 0.207
H 1.41380 1.75364 2.27255 0.212
C -0.79157 0.02202 0.34318 0.007
C 0.39767 2.53278 0.55695 -0.233
C 2.67619 -2.00882 -0.77761 -0.614
C 2.17527 -1.10917 -1.89021 -0.616
H 0.47047 -0.53720 1.97888 0.205
H 3.74258 -1.90420 -0.65757 0.205
H 2.45236 -3.04026 -1.02245 0.204
H 2.78865 -0.21631 -2.02619 0.204
H 2.15801 -1.54940 -2.87816 0.203
C -1.19284 -1.41376 0.11414 -0.427
C -1.28623 1.08962 -0.38865 -0.230
C 0.20139 0.26164 1.29864 -0.226
C -2.73022 -1.57687 0.38512 -0.607
C 0.81290 1.49815 1.41713 -0.200
C -0.66044 2.34070 -0.29023 -0.195